Formula: C24H30F3O5Re
Source: the Open Molecules 2025 dataset
Level of theory: ωB97M-V/def2-TZVPD

Results
Multiplicity: 4
LUMO level (spin up / spin down): 0.092 / 0.092 Ha
ΔE to the lowest compared entry with this formula, charge and spin: 0.0 kcal/mol
HOMO (spin up / spin down): -0.063 / -0.144 Ha
Charge: -1
<S²>: 3.7687
Orbital gap (spin up / spin down): 4.22 / 6.43 eV

Geometry (Å):
C1 -0.050738 -0.348825 -3.132853
C2 -0.580744 -1.393847 -2.102358
C3 -0.229382 1.055126 -2.510594
C4 -1.314015 0.869417 -1.447303
H1 -0.504462 1.780843 -3.285805
H2 0.708622 1.369153 -2.027871
C5 -1.061348 -0.569533 -0.915595
H3 0.241056 -2.066762 -1.826170
H4 -1.430552 -1.943288 -2.534486
C6 0.056498 -0.438205 0.119683
H5 -1.962590 -0.984197 -0.428430
H6 -2.282648 0.858838 -1.949624
C7 -1.382291 1.885306 -0.358110
C8 1.405360 -0.490086 -3.511247
C9 -0.707198 -0.413123 -4.522540
O1 -1.397635 0.490333 -4.945892
O2 2.206319 -1.222163 -2.939953
O3 1.711296 0.241202 -4.596104
O4 -0.468608 -1.488670 -5.315773
C10 0.115277 -2.753790 -4.878728
H7 -0.024913 -2.954415 -3.802528
H8 1.183448 -2.768081 -5.145188
H9 -0.420299 -3.506213 -5.467185
C11 3.071187 0.114774 -5.037034
H10 3.760998 0.570432 -4.311192
H11 3.101201 0.651910 -5.988040
H12 3.340649 -0.941899 -5.184138
O5 -0.455336 0.434293 1.106256
H13 0.983646 -0.020654 -0.322943
H14 0.353805 -1.439306 0.513531
C12 -2.741076 2.219696 0.072873
C13 -0.325457 2.896041 -0.214522
H15 -0.155063 3.463350 -1.150525
H16 0.641867 2.487942 0.117354
H17 -0.668201 3.632782 0.527781
H18 -2.753804 2.556476 1.112015
H19 -3.408321 1.362273 -0.059833
H20 -3.136112 3.042045 -0.542546
Re1 -0.059148 -0.324799 3.127145
C14 -1.450217 -0.782910 4.587218
C15 -2.089155 -0.857775 3.275104
C16 -1.442176 -1.918341 2.536202
H21 -2.916548 -0.265223 2.925207
C17 -0.443097 -2.499167 3.379739
C18 -0.457898 -1.815725 4.639953
H22 0.114079 -2.084634 5.536481
H23 -1.774540 -0.152109 5.414026
H24 -1.703576 -2.215542 1.526386
H25 0.171795 -3.369525 3.112526
C19 1.752885 1.273984 3.548588
C20 1.588961 0.087279 4.365251
C21 2.044750 -1.039579 3.543919
H26 1.431692 0.089358 5.440946
C22 2.501104 -0.516536 2.287816
C23 2.307440 0.888471 2.296172
H27 2.588422 1.579804 1.505403
H28 1.620747 2.288108 3.901619
H29 2.220754 -2.055335 3.907442
H30 2.959396 -1.094975 1.484733
F1 -0.764351 2.151345 4.876361
C24 -0.962774 1.775803 3.563223
F2 -2.302864 1.896289 3.320996
F3 -0.356109 2.722567 2.783181

Atoms 1-3, force components in eV/Å:
0.5 0.1 -1.0
-0.2 0.4 -0.5
-0.1 0.1 0.1

Atom charges from the Löwdin analysis, given in e for atoms 1 to 8: -0.239, -0.063, -0.054, -0.235, 0.132, 0.126, -0.231, 0.118